No. 1
Molecular formula: C17H31BrFNO8S
Method: DFT, ωB97M-V/def2-TZVPD

```
! RIJCOSX wB97M-V def2-TZVPD def2/J DEFGRID3
* xyz 0 1
C -2.461 -4.154 3.021
C -2.932 -3.766 1.500
C -3.193 -2.171 1.234
C -4.411 -1.539 2.190
C -1.829 -1.240 1.239
C -1.624 -0.725 2.773
C -0.104 -0.292 3.192
O 0.293 0.953 2.900
O 0.820 -1.197 3.901
C 2.146 -0.593 4.104
C 3.267 -0.278 2.946
O 2.508 -0.303 5.385
O -2.347 0.003 0.575
S -1.091 0.928 -0.149
O -0.760 2.333 0.406
O -1.245 1.242 -1.688
O 0.089 -0.329 -0.010
C -0.557 -1.650 0.294
Br 0.538 -3.098 1.132
C -1.107 -2.200 -1.166
C 0.059 -2.738 -2.179
C 1.036 -1.583 -2.809
F 2.363 -1.728 -2.102
H -2.305 -5.324 3.159
H -3.269 -3.773 3.777
H -1.422 -3.641 3.305
H -3.984 -4.305 1.331
H -2.185 -4.283 0.763
H -3.625 -2.088 0.124
H -4.362 -0.347 2.211
H -4.339 -1.886 3.307
H -5.450 -1.791 1.676
H -2.295 0.255 2.894
H -2.012 -1.466 3.608
H 2.844 0.393 2.058
H 4.115 0.389 3.450
H 3.803 -1.220 2.507
H -1.723 -1.375 -1.771
H -1.878 -3.104 -1.042
H -0.512 -3.228 -3.106
H 0.748 -3.583 -1.753
H 1.183 -1.663 -3.975
H 0.677 -0.484 -2.560
C 2.705 5.761 -1.998
O 1.440 5.118 -1.962
C 1.118 4.381 -3.146
C 1.717 2.956 -3.186
C 3.202 2.930 -3.536
N 1.512 2.248 -1.914
H 2.958 6.121 -3.000
H 3.479 5.085 -1.628
H 2.668 6.620 -1.322
H 0.025 4.286 -3.143
H 1.377 4.954 -4.044
H 1.195 2.402 -3.975
H 3.837 3.254 -2.706
H 3.515 1.912 -3.796
H 3.413 3.571 -4.398
H 0.510 2.193 -1.729
H 1.861 2.858 -1.168
*
```

Orbital gap, eV: 8.076
LUMO level, eV: -0.7
Structure (SMILES): CC[C@@H](C)[C@]1(CC(=O)OC(C)=O)OS(=O)(=O)O[C@]1(Br)CCCF.COC[C@@H](C)N

Partial atomic charges computed with the Mulliken method, in multiples of e: atom 1 (C): -0.782, atom 2 (C): -0.483, atom 3 (C): -0.255, atom 4 (C): -1.045, atom 5 (C): 0.577, atom 6 (C): -0.092, atom 7 (C): -0.044, atom 8 (O): -0.543, atom 9 (O): -0.257, atom 10 (C): 0.641, atom 11 (C): -0.644, atom 12 (O): -0.538, atom 13 (O): -0.402, atom 14 (S): 1.006, atom 15 (O): -0.539, atom 16 (O): -0.620, atom 17 (O): -0.206, atom 18 (C): 0.297, atom 19 (Br): 0.014, atom 20 (C): -0.433, atom 21 (C): -0.808, atom 22 (C): 0.159, atom 23 (F): -0.346, atom 24 (H): 0.324, atom 25 (H): 0.229, atom 26 (H): 0.087, atom 27 (H): 0.365, atom 28 (H): 0.252, atom 29 (H): 0.426, atom 30 (H): 0.270, atom 31 (H): 0.243, atom 32 (H): 0.335, atom 33 (H): 0.352, atom 34 (H): 0.354, atom 35 (H): 0.153, atom 36 (H): 0.279, atom 37 (H): 0.261, atom 38 (H): 0.317, atom 39 (H): 0.242, atom 40 (H): 0.363, atom 41 (H): 0.304, atom 42 (H): 0.264, atom 43 (H): -0.044, atom 44 (C): -0.677, atom 45 (O): -0.373, atom 46 (C): -0.768, atom 47 (C): 0.419, atom 48 (C): -1.540, atom 49 (N): -0.364, atom 50 (H): 0.303, atom 51 (H): 0.237, atom 52 (H): 0.255, atom 53 (H): 0.321, atom 54 (H): 0.486, atom 55 (H): 0.383, atom 56 (H): 0.280, atom 57 (H): 0.356, atom 58 (H): 0.375, atom 59 (H): -0.064, atom 60 (H): 0.338

---

No. 2
Molecular formula: C17H31CeN2O3P
Method: DFT, ωB97M-V/def2-TZVPD

```
! RIJCOSX wB97M-V def2-TZVPD def2/J DEFGRID3
* xyz 4 1
Ce -0.366 -0.022 1.227
C -2.439 -1.031 0.330
O -3.501 -1.413 0.015
C -0.380 1.986 0.633
O -0.382 3.158 0.694
C 1.869 0.061 0.522
O 3.046 0.171 0.449
C -1.798 0.258 -2.557
P -0.142 -0.166 -1.763
H 0.396 -1.628 -3.565
H -2.487 -0.516 -2.175
C 0.991 0.867 -2.767
H 0.499 0.927 -3.739
C -1.792 0.172 -4.092
H -1.295 -0.723 -4.495
H -1.339 1.067 -4.553
H -2.840 0.138 -4.436
C -2.305 1.643 -2.099
H -1.777 2.457 -2.624
C 1.314 -2.600 -1.854
H -2.215 1.801 -1.013
H -3.374 1.693 -2.366
C -1.136 -2.752 -2.511
H 0.968 -3.222 -1.009
H 1.764 -3.270 -2.607
H 2.083 -1.908 -1.477
C 0.130 -1.874 -2.524
H -0.819 -3.784 -2.736
H -1.861 -2.435 -3.275
H -1.630 -2.754 -1.523
C 2.373 0.265 -2.994
H 2.900 0.133 -2.052
H 2.957 0.962 -3.596
H 2.366 -0.688 -3.523
C 1.118 2.278 -2.199
H 0.167 2.791 -2.067
H 1.725 2.850 -2.905
H 1.638 2.294 -1.241
H 0.152 -3.628 1.223
H -0.077 -3.572 1.931
C 2.418 0.269 6.409
C 1.324 0.438 5.421
C 0.017 0.932 5.610
C -0.631 0.865 4.376
N 0.252 0.373 3.441
N 1.421 0.080 4.137
C -2.026 1.257 3.997
H 2.718 1.218 6.871
H 2.099 -0.391 7.226
H 3.282 -0.166 5.901
H -0.438 1.334 6.511
H 2.255 -0.290 3.671
H -2.752 0.761 4.654
H -2.138 2.343 4.126
H -2.304 0.991 2.960
*
```

Orbital gap (spin up / spin down), eV: 4.786 / 4.788
LUMO level (spin up / spin down), eV: -17.4 / -17.5

Partial atomic charges computed with the Mulliken method, in multiples of e: atom 1 (Ce): 0.792, atom 2 (C): 0.422, atom 3 (O): -0.048, atom 4 (C): 0.504, atom 5 (O): -0.008, atom 6 (C): 0.420, atom 7 (O): -0.076, atom 8 (C): 0.575, atom 9 (P): 0.481, atom 10 (H): 0.716, atom 11 (H): 0.416, atom 12 (C): 0.843, atom 13 (H): 0.284, atom 14 (C): -1.771, atom 15 (H): 0.438, atom 16 (H): 0.487, atom 17 (H): 0.430, atom 18 (C): -1.398, atom 19 (H): 0.349, atom 20 (C): -1.601, atom 21 (H): 0.209, atom 22 (H): 0.482, atom 23 (C): -1.417, atom 24 (H): 0.408, atom 25 (H): 0.413, atom 26 (H): 0.372, atom 27 (C): 0.052, atom 28 (H): 0.454, atom 29 (H): 0.348, atom 30 (H): 0.261, atom 31 (C): -1.416, atom 32 (H): 0.285, atom 33 (H): 0.475, atom 34 (H): 0.347, atom 35 (C): -1.476, atom 36 (H): 0.209, atom 37 (H): 0.487, atom 38 (H): 0.290, atom 39 (H): 0.033, atom 40 (H): 0.076, atom 41 (C): -1.093, atom 42 (C): 0.756, atom 43 (C): -0.971, atom 44 (C): 0.472, atom 45 (N): 0.147, atom 46 (N): -0.179, atom 47 (C): -0.921, atom 48 (H): 0.370, atom 49 (H): 0.355, atom 50 (H): 0.332, atom 51 (H): 0.504, atom 52 (H): 0.219, atom 53 (H): 0.400, atom 54 (H): 0.352, atom 55 (H): 0.109

---

No. 3
Molecular formula: C17H31CoN4O6P
Method: DFT, ωB97M-V/def2-TZVPD

```
! RIJCOSX wB97M-V def2-TZVPD def2/J DEFGRID3
* xyz 1 5
O -1.278 -0.882 -4.321
H -0.710 -1.291 -5.046
Co 0.301 0.117 -0.541
N 1.462 -1.041 -1.500
N -0.710 -1.502 -0.453
N 0.846 1.994 -0.592
N -1.288 1.038 0.018
O 2.721 -0.877 -1.631
O 1.899 2.410 -1.192
O -2.528 0.531 0.054
O -1.717 -1.741 0.345
C -0.285 -2.530 -1.233
C 0.904 -2.240 -1.908
C -0.018 2.934 -0.085
C -1.208 2.346 0.369
C 1.497 -3.106 -2.948
H 1.034 -2.894 -3.929
H 1.293 -4.162 -2.734
H 2.576 -2.937 -2.998
C -1.108 -3.761 -1.320
H -2.016 -3.614 -1.924
H -1.438 -4.132 -0.345
H -0.538 -4.568 -1.782
C 0.181 4.400 -0.204
C -2.358 3.025 0.995
H 0.848 4.649 -1.032
H 0.596 4.798 0.727
H -0.781 4.914 -0.340
H -3.205 2.342 1.124
H -2.666 3.880 0.388
H -2.092 3.415 1.982
H 1.472 1.240 -2.543
H -2.313 -0.541 0.212
C -2.716 -0.509 -4.485
H -3.194 -1.369 -4.955
H -2.858 0.469 -5.026
H -2.959 -0.386 -3.430
O 0.675 0.897 -3.036
H -0.649 -0.315 -3.721
H 0.633 1.570 -3.743
C 2.908 0.637 1.398
P 1.324 -0.265 1.315
C 1.843 -1.990 1.566
C 0.613 0.071 2.988
C 1.420 -0.059 4.135
C 0.898 0.163 5.406
C -0.430 0.547 5.576
C -1.239 0.672 4.444
C -0.728 0.401 3.175
H 3.450 0.538 0.457
H 3.577 0.325 2.197
H 2.741 1.707 1.536
H 2.430 -2.169 2.467
H 0.972 -2.636 1.649
H 2.433 -2.378 0.736
H 2.467 -0.340 4.045
H 1.532 0.039 6.288
H -0.847 0.743 6.561
H -2.281 0.977 4.539
H -1.388 0.447 2.303
*
```

Orbital gap (spin up / spin down), eV: 4.500 / 6.746
<S²>: 6.087
LUMO level (spin up / spin down), eV: -3.8 / -4.3
Relative energy (zero: lowest compared OMol25 entry of this formula, charge and spin), kJ/mol: 0.0

Partial atomic charges computed with the Mulliken method, in multiples of e: atom 1 (O): -0.273, atom 2 (H): 0.433, atom 3 (Co): -1.306, atom 4 (N): 1.143, atom 5 (N): 1.185, atom 6 (N): 1.296, atom 7 (N): 0.752, atom 8 (O): -0.586, atom 9 (O): -0.810, atom 10 (O): -0.665, atom 11 (O): -0.676, atom 12 (C): 0.338, atom 13 (C): -0.121, atom 14 (C): 0.311, atom 15 (C): 0.344, atom 16 (C): -1.322, atom 17 (H): 0.132, atom 18 (H): 0.459, atom 19 (H): 0.367, atom 20 (C): -1.477, atom 21 (H): 0.228, atom 22 (H): 0.334, atom 23 (H): 0.411, atom 24 (C): -1.450, atom 25 (C): -1.859, atom 26 (H): 0.371, atom 27 (H): 0.303, atom 28 (H): 0.363, atom 29 (H): 0.358, atom 30 (H): 0.530, atom 31 (H): 0.306, atom 32 (H): 0.162, atom 33 (H): 0.503, atom 34 (C): -0.398, atom 35 (H): 0.314, atom 36 (H): 0.280, atom 37 (H): 0.216, atom 38 (O): -0.616, atom 39 (H): 0.344, atom 40 (H): 0.287, atom 41 (C): -1.531, atom 42 (P): 1.873, atom 43 (C): -1.541, atom 44 (C): 0.219, atom 45 (C): -0.610, atom 46 (C): -0.775, atom 47 (C): -0.490, atom 48 (C): -0.794, atom 49 (C): -0.182, atom 50 (H): 0.405, atom 51 (H): 0.508, atom 52 (H): 0.344, atom 53 (H): 0.504, atom 54 (H): 0.353, atom 55 (H): 0.403, atom 56 (H): 0.253, atom 57 (H): 0.376, atom 58 (H): 0.389, atom 59 (H): 0.430, atom 60 (H): 0.353

---

No. 4
Molecular formula: C17H31FN2O11SSi
Method: DFT, ωB97M-V/def2-TZVPD

```
! RIJCOSX wB97M-V def2-TZVPD def2/J DEFGRID3
* xyz 0 1
H -0.793 -3.442 -2.723
N -0.242 -2.605 -2.935
C -0.091 -1.886 -1.881
C -0.692 -2.391 -0.530
C 0.736 -0.571 -2.037
Si 0.036 0.922 -1.091
C 1.430 2.249 -1.062
C 2.504 1.698 -0.033
N 2.254 2.290 1.306
S -1.818 1.712 -1.964
O -2.995 1.258 -1.163
O -1.979 1.164 -3.341
F -1.866 3.358 -2.001
H -1.246 -1.621 0.054
H 0.145 -2.818 0.090
H -1.375 -3.253 -0.737
H 0.822 -0.258 -3.114
H 1.802 -0.702 -1.692
H -0.242 0.639 0.336
H 1.905 2.179 -2.080
H 1.061 3.269 -0.816
H 2.390 0.583 0.076
H 3.557 1.890 -0.340
H 3.092 2.143 1.860
H 1.482 1.760 1.706
C -1.545 1.386 5.680
C -0.130 0.856 5.661
C 0.826 1.621 6.531
O 2.078 1.370 5.888
C 1.805 1.150 4.576
O 2.628 1.090 3.717
O 0.471 1.010 4.370
H -2.169 0.827 4.980
H -1.980 1.303 6.677
H -1.578 2.431 5.365
H -0.126 -0.212 5.907
H 0.839 1.263 7.560
H 0.647 2.700 6.529
C -5.100 0.871 -3.796
C -6.025 -0.022 -4.589
C -5.819 0.045 -6.075
O -7.107 -0.329 -6.571
C -8.012 0.033 -5.623
O -9.191 0.034 -5.784
O -7.391 0.394 -4.469
H -5.346 0.824 -2.734
H -4.063 0.575 -3.926
H -5.209 1.916 -4.096
H -5.956 -1.052 -4.222
H -5.052 -0.645 -6.425
H -5.588 1.052 -6.436
C 6.405 -2.989 2.083
C 5.711 -1.949 1.235
C 4.293 -1.668 1.645
O 3.717 -1.209 0.419
C 4.421 -1.793 -0.587
O 4.094 -1.772 -1.731
O 5.538 -2.402 -0.113
H 7.404 -3.191 1.693
H 6.495 -2.654 3.117
H 5.863 -3.937 2.064
H 6.307 -1.031 1.205
H 4.221 -0.904 2.419
H 3.748 -2.560 1.970
*
```

Orbital gap, eV: 9.324
LUMO level, eV: 0.0
Structure (SMILES): [H]/N=C(\C)C[Si@@H](CCN)S(=O)(=O)F.C[C@@H]1COC(=O)O1.C[C@@H]1COC(=O)O1.C[C@@H]1COC(=O)O1

Partial atomic charges computed with the Mulliken method, in multiples of e: atom 1 (H): 0.264, atom 2 (N): -0.744, atom 3 (C): 0.532, atom 4 (C): -1.099, atom 5 (C): 0.170, atom 6 (Si): 0.094, atom 7 (C): -0.738, atom 8 (C): -0.148, atom 9 (N): -0.607, atom 10 (S): 1.086, atom 11 (O): -0.594, atom 12 (O): -0.586, atom 13 (F): -0.281, atom 14 (H): 0.268, atom 15 (H): 0.233, atom 16 (H): 0.438, atom 17 (H): 0.362, atom 18 (H): -0.169, atom 19 (H): -0.135, atom 20 (H): 0.362, atom 21 (H): 0.508, atom 22 (H): 0.003, atom 23 (H): 0.375, atom 24 (H): 0.288, atom 25 (H): 0.240, atom 26 (C): -1.459, atom 27 (C): 0.498, atom 28 (C): -0.528, atom 29 (O): -0.336, atom 30 (C): 0.578, atom 31 (O): -0.523, atom 32 (O): -0.246, atom 33 (H): 0.364, atom 34 (H): 0.389, atom 35 (H): 0.353, atom 36 (H): 0.247, atom 37 (H): 0.314, atom 38 (H): 0.312, atom 39 (C): -1.418, atom 40 (C): 0.559, atom 41 (C): -0.503, atom 42 (O): -0.335, atom 43 (C): 0.631, atom 44 (O): -0.534, atom 45 (O): -0.361, atom 46 (H): 0.349, atom 47 (H): 0.398, atom 48 (H): 0.331, atom 49 (H): 0.238, atom 50 (H): 0.311, atom 51 (H): 0.327, atom 52 (C): -1.503, atom 53 (C): 0.513, atom 54 (C): -0.523, atom 55 (O): -0.155, atom 56 (C): 0.528, atom 57 (O): -0.522, atom 58 (O): -0.376, atom 59 (H): 0.369, atom 60 (H): 0.380, atom 61 (H): 0.368, atom 62 (H): 0.266, atom 63 (H): 0.318, atom 64 (H): 0.261

---

The total energy results, record by record, are as follows: -119586.382, -49420.793, -83277.607, -65064.393 eV.